Record 1
Molecular formula: C5H9N4O
Method: DFT, ωB97M-V with the def2-TZVPD basis set

Computed properties:
**Frontier orbital gap (spin up / spin down)**: 3.50 / 6.33 eV
**M**: 141.2 g/mol
**Calculated total energy**: -13332.5360 eV
**ΔE to the lowest compared entry with this formula, charge and spin**: 37.08 kcal per mole

```
! wB97M-V def2-TZVPD RIJCOSX def2/J DEFGRID3
* xyz -1 3
C 0.227 -0.128 1.144
C -1.719 0.880 -0.615
C 1.457 -1.490 -0.894
C -0.610 0.203 -1.220
C 0.559 0.082 -0.240
N -0.744 -0.514 2.939
N -0.739 -0.917 1.701
N 0.792 0.687 2.058
N 0.116 0.403 3.174
O 1.313 1.247 -0.365
H -1.407 1.673 0.073
H -2.250 0.158 0.095
H -2.302 1.233 -1.447
H 0.912 -2.296 -0.410
H 2.552 -1.635 -0.732
H 1.274 -1.234 -1.973
H -0.808 -0.790 -1.742
H -0.392 0.910 -2.070
H 1.768 1.529 0.521
*
```

Formally, the Löwdin partial charges of the atoms, in units of the elementary charge, are as follows: atom 1 (C): -0.426, atom 2 (C): -0.155, atom 3 (C): -0.046, atom 4 (C): -0.268, atom 5 (C): -0.453, atom 6 (N): -0.137, atom 7 (N): 0.023, atom 8 (N): -0.001, atom 9 (N): -0.102, atom 10 (O): -0.059, atom 11 (H): 0.093, atom 12 (H): 0.091, atom 13 (H): 0.061, atom 14 (H): 0.003, atom 15 (H): -0.010, atom 16 (H): 0.023, atom 17 (H): 0.123, atom 18 (H): 0.120, atom 19 (H): 0.121

---

Record 2
Molecular formula: C5H11N3
Method: DFT, ωB97M-V with the def2-TZVPD basis set

Computed properties:
**Frontier orbital gap**: 9.04 eV
**M**: 113.2 g/mol
**Calculated total energy**: -9829.2661 eV
**ΔE to the lowest compared entry with this formula, charge and spin**: 107.00 kcal per mole

```
! wB97M-V def2-TZVPD RIJCOSX def2/J DEFGRID3
* xyz 0 1
N -2.141 -0.074 -1.174
C -1.917 -0.254 0.306
C -0.435 -0.836 0.634
N 0.460 -1.317 -0.390
C 1.732 -0.600 -0.246
C 1.368 0.949 -0.214
N -0.110 1.400 -0.289
C -0.827 0.604 0.771
H -1.308 0.693 -1.465
H -1.720 -0.966 -1.668
H -2.666 -0.608 1.144
H -0.457 -1.397 1.546
H 0.650 -2.323 -0.134
H 2.241 -1.043 0.731
H 2.611 -0.844 -0.912
H 1.846 1.431 0.551
H 1.713 1.510 -1.196
H -0.187 2.404 0.241
H -0.853 1.271 1.762
*
```

Formally, the Löwdin partial charges of the atoms, in units of the elementary charge, are as follows: atom 1 (N): -0.038, atom 2 (C): -0.252, atom 3 (C): -0.263, atom 4 (N): -0.055, atom 5 (C): -0.204, atom 6 (C): -0.160, atom 7 (N): -0.079, atom 8 (C): -0.322, atom 9 (H): 0.115, atom 10 (H): 0.085, atom 11 (H): 0.156, atom 12 (H): 0.116, atom 13 (H): 0.135, atom 14 (H): 0.127, atom 15 (H): 0.110, atom 16 (H): 0.055, atom 17 (H): 0.136, atom 18 (H): 0.167, atom 19 (H): 0.170

---

Record 3
Molecular formula: C3H32O13
Method: DFT, ωB97M-V with the def2-TZVPD basis set

Computed properties:
**Frontier orbital gap**: 8.78 eV
**M**: 276.3 g/mol
**Calculated total energy**: -30246.8161 eV
**ΔE to the lowest compared entry with this formula, charge and spin**: 84.57 kcal per mole

```
! wB97M-V def2-TZVPD RIJCOSX def2/J DEFGRID3
* xyz 0 1
O -6.871 -11.880 0.864
H -7.210 -12.071 -0.072
H -6.911 -10.841 1.025
H -7.527 -12.269 1.466
C -6.328 -9.190 -1.022
C -6.997 -8.466 0.174
C -8.329 -7.909 -0.311
O -7.059 -9.325 1.258
H -6.628 -10.234 -1.117
H -5.237 -9.156 -0.984
H -6.674 -8.727 -1.957
H -6.371 -7.584 0.403
H -8.210 -7.064 -0.986
H -8.917 -7.646 0.578
H -8.978 -8.707 -0.691
O -10.521 -5.040 0.205
H -9.837 -5.540 0.666
H -11.208 -4.922 0.865
O -6.530 -4.980 0.901
H -6.427 -5.588 0.163
H -5.719 -4.463 0.903
O -8.157 -7.634 -3.974
H -7.664 -7.032 -3.403
H -7.855 -7.421 -4.863
O -3.346 -8.265 1.312
H -3.535 -7.629 2.009
H -4.210 -8.624 1.084
O -8.949 -8.573 3.472
H -8.364 -8.671 2.699
H -8.563 -9.149 4.137
O -8.277 -12.075 -1.287
H -9.099 -12.528 -1.494
H -8.062 -11.553 -2.083
O -5.490 -8.908 3.468
H -5.816 -8.023 3.283
H -5.767 -9.428 2.691
O -8.676 -10.557 -3.744
H -8.442 -9.615 -3.682
H -9.618 -10.579 -3.544
O -5.401 -6.646 -3.339
H -4.934 -7.184 -3.985
H -5.083 -6.964 -2.485
O -9.714 -5.719 3.221
H -10.674 -5.763 3.269
H -9.441 -6.630 3.027
O -4.301 -10.197 -3.351
H -3.941 -9.649 -4.056
H -5.148 -9.796 -3.130
*
```

Formally, the Löwdin partial charges of the atoms, in units of the elementary charge, are as follows: atom 1 (O): 0.180, atom 2 (H): 0.088, atom 3 (H): 0.082, atom 4 (H): 0.152, atom 5 (C): -0.059, atom 6 (C): -0.558, atom 7 (C): -0.047, atom 8 (O): -0.282, atom 9 (H): 0.053, atom 10 (H): 0.075, atom 11 (H): 0.048, atom 12 (H): 0.105, atom 13 (H): 0.078, atom 14 (H): 0.066, atom 15 (H): 0.087, atom 16 (O): -0.065, atom 17 (H): -0.006, atom 18 (H): 0.023, atom 19 (O): -0.045, atom 20 (H): 0.001, atom 21 (H): 0.039, atom 22 (O): -0.056, atom 23 (H): 0.019, atom 24 (H): 0.056, atom 25 (O): -0.058, atom 26 (H): 0.030, atom 27 (H): -0.004, atom 28 (O): -0.068, atom 29 (H): 0.000, atom 30 (H): 0.042, atom 31 (O): -0.037, atom 32 (H): 0.080, atom 33 (H): 0.038, atom 34 (O): -0.079, atom 35 (H): 0.030, atom 36 (H): 0.001, atom 37 (O): -0.057, atom 38 (H): 0.007, atom 39 (H): 0.055, atom 40 (O): -0.041, atom 41 (H): 0.040, atom 42 (H): 0.040, atom 43 (O): -0.061, atom 44 (H): 0.034, atom 45 (H): -0.005, atom 46 (O): -0.045, atom 47 (H): 0.033, atom 48 (H): -0.008

---

Record 4
Molecular formula: C38H41ClN4O5V
Method: DFT, ωB97M-V with the def2-TZVPD basis set

Computed properties:
**Frontier orbital gap**: 5.00 eV
**M**: 720.2 g/mol
**Calculated total energy**: -94448.8760 eV
**ΔE to the lowest compared entry with this formula, charge and spin**: 0.00 kcal per mole

```
! wB97M-V def2-TZVPD RIJCOSX def2/J DEFGRID3
* xyz 3 1
V 8.563 11.603 13.813
C 10.558 13.667 6.932
C 9.929 13.205 8.214
C 9.325 14.320 9.032
C 8.810 12.164 7.997
C 8.082 12.347 6.885
C 6.917 11.528 6.717
C 6.502 10.575 7.659
C 7.182 10.395 8.786
C 6.657 9.340 9.752
C 5.869 10.079 10.909
C 7.665 8.424 10.341
C 8.436 11.192 9.032
N 8.953 11.048 10.130
C 10.284 11.248 10.554
O 11.116 10.500 10.099
C 10.680 12.324 11.517
C 11.794 13.045 11.040
C 12.359 14.117 11.752
C 11.812 14.367 12.995
C 10.759 13.633 13.409
N 10.193 12.604 12.711
C 10.176 13.901 14.709
O 10.506 14.793 15.440
N 9.206 12.850 14.968
C 8.281 12.436 15.881
C 7.061 13.132 15.908
C 6.099 12.704 16.809
C 6.407 11.697 17.771
C 7.613 11.000 17.686
C 8.574 11.356 16.764
C 9.960 10.676 16.657
C 10.907 11.512 17.620
C 9.999 9.231 17.102
C 6.733 14.313 14.938
C 6.211 15.491 15.669
C 5.782 13.945 13.785
H 11.479 14.210 7.017
H 9.956 14.381 6.370
H 10.768 12.866 6.204
H 10.769 12.626 8.664
H 8.620 14.831 8.359
H 10.158 14.952 9.415
H 8.771 13.890 9.885
H 8.359 13.115 6.174
H 6.459 11.656 5.773
H 5.635 9.958 7.388
H 5.877 8.784 9.247
H 6.594 10.427 11.672
H 5.147 9.404 11.363
H 5.370 10.936 10.450
H 8.215 8.816 11.083
H 8.316 7.920 9.652
H 7.178 7.554 10.812
H 12.224 12.782 10.089
H 13.214 14.669 11.319
H 12.243 15.174 13.602
H 5.134 13.160 16.965
H 5.671 11.494 18.553
H 7.774 10.271 18.468
H 10.319 10.782 15.603
H 10.278 11.732 18.526
H 11.091 12.489 17.179
H 11.827 10.961 17.890
H 9.971 9.159 18.189
H 10.967 8.792 16.765
H 9.147 8.684 16.760
H 7.668 14.590 14.477
H 5.187 15.336 15.809
H 6.411 16.424 15.075
H 6.646 15.628 16.599
H 5.354 14.933 13.369
H 4.983 13.264 14.127
H 6.003 13.164 11.880
Cl 10.191 3.458 13.091
C 9.779 5.098 13.174
C 8.790 5.478 14.128
C 8.532 6.843 14.283
C 9.329 7.830 13.651
C 10.279 7.448 12.662
C 10.501 6.066 12.445
C 8.954 9.237 13.729
O 8.110 9.879 14.490
O 9.572 10.150 13.026
H 8.259 4.671 14.572
H 7.618 7.102 14.848
H 10.878 8.189 12.121
H 11.225 5.705 11.712
O 6.599 13.351 12.636
N 7.274 12.191 12.976
*
```

Formally, the Löwdin partial charges of the atoms, in units of the elementary charge, are as follows: atom 1 (V): 1.018, atom 2 (C): -0.060, atom 3 (C): -0.379, atom 4 (C): -0.023, atom 5 (C): -0.043, atom 6 (C): 0.039, atom 7 (C): 0.141, atom 8 (C): 0.016, atom 9 (C): -0.039, atom 10 (C): -0.314, atom 11 (C): -0.015, atom 12 (C): -0.052, atom 13 (C): -0.132, atom 14 (N): 0.302, atom 15 (C): -0.387, atom 16 (O): 0.183, atom 17 (C): -0.149, atom 18 (C): 0.042, atom 19 (C): 0.053, atom 20 (C): 0.052, atom 21 (C): -0.155, atom 22 (N): 0.130, atom 23 (C): -0.352, atom 24 (O): 0.197, atom 25 (N): -0.012, atom 26 (C): -0.259, atom 27 (C): -0.082, atom 28 (C): 0.021, atom 29 (C): 0.053, atom 30 (C): 0.022, atom 31 (C): -0.107, atom 32 (C): -0.342, atom 33 (C): -0.004, atom 34 (C): -0.056, atom 35 (C): -0.293, atom 36 (C): -0.023, atom 37 (C): 0.024, atom 38 (H): 0.094, atom 39 (H): 0.090, atom 40 (H): 0.116, atom 41 (H): 0.119, atom 42 (H): 0.110, atom 43 (H): 0.110, atom 44 (H): 0.074, atom 45 (H): 0.133, atom 46 (H): 0.134, atom 47 (H): 0.156, atom 48 (H): 0.140, atom 49 (H): 0.041, atom 50 (H): 0.099, atom 51 (H): 0.078, atom 52 (H): 0.003, atom 53 (H): 0.104, atom 54 (H): 0.119, atom 55 (H): 0.127, atom 56 (H): 0.154, atom 57 (H): 0.161, atom 58 (H): 0.129, atom 59 (H): 0.140, atom 60 (H): 0.139, atom 61 (H): 0.119, atom 62 (H): 0.110, atom 63 (H): 0.066, atom 64 (H): 0.104, atom 65 (H): 0.094, atom 66 (H): 0.116, atom 67 (H): 0.063, atom 68 (H): 0.128, atom 69 (H): 0.080, atom 70 (H): 0.134, atom 71 (H): 0.088, atom 72 (H): 0.186, atom 73 (H): 0.160, atom 74 (H): 0.197, atom 75 (Cl): 0.807, atom 76 (C): -0.646, atom 77 (C): -0.051, atom 78 (C): 0.011, atom 79 (C): -0.141, atom 80 (C): 0.024, atom 81 (C): -0.051, atom 82 (C): -0.416, atom 83 (O): -0.060, atom 84 (O): -0.097, atom 85 (H): 0.106, atom 86 (H): 0.140, atom 87 (H): 0.127, atom 88 (H): 0.121, atom 89 (O): -0.024, atom 90 (N): -0.075